1.
This record from the Open Molecules 2025 dataset describes a molecular structure, C37H33Co2NO6P. The level of theory is ωB97M-V/def2-TZVPD.

The geometry in XYZ format:
```
80
C37H33Co2NO6P | the Open Molecules 2025 dataset | ωB97M-V/def2-TZVPD
O 5.183 3.515 0.387
C 4.208 2.895 0.489
Co 2.694 2.025 0.694
C 3.248 1.155 2.184
O 3.726 0.831 3.189
C 1.844 3.426 1.317
O 1.367 4.364 1.806
C 1.738 1.565 -0.751
C 3.016 1.003 -0.723
C 3.920 0.233 -1.380
C 5.165 -0.022 -0.657
C 6.416 0.383 -1.164
C 7.543 0.331 -0.348
C 7.453 -0.179 0.952
C 6.227 -0.617 1.456
C 5.099 -0.568 0.644
Co 0.799 0.459 0.408
C 1.192 -0.714 1.611
O 1.422 -1.547 2.396
C -0.049 0.002 -1.016
O -0.655 -0.167 -2.006
P -0.842 1.425 1.268
C -1.020 1.678 3.058
C -2.287 1.921 3.606
C -2.424 2.099 4.986
C -1.292 2.061 5.813
C -0.032 1.796 5.266
C 0.108 1.610 3.888
C -1.272 3.032 0.503
C -1.629 4.131 1.293
C -1.959 5.345 0.691
C -1.907 5.474 -0.704
C -1.484 4.399 -1.491
C -1.163 3.178 -0.886
C -2.319 0.365 0.984
C -3.359 0.746 0.133
C -4.375 -0.168 -0.174
C -4.341 -1.467 0.349
C -3.307 -1.838 1.220
C -2.319 -0.911 1.566
H 1.277 2.150 -1.531
H 3.855 0.048 -2.454
H 6.462 0.804 -2.167
H 8.497 0.698 -0.723
H 8.352 -0.249 1.569
H 6.149 -0.998 2.477
H 4.130 -0.958 0.984
H -3.159 1.966 2.956
H -3.417 2.266 5.408
H -1.399 2.238 6.887
H 0.845 1.729 5.911
H 1.091 1.406 3.447
H -1.645 4.039 2.376
H -2.254 6.191 1.314
H -2.199 6.417 -1.177
H -1.399 4.500 -2.573
H -0.812 2.357 -1.510
H -3.371 1.747 -0.297
H -5.195 0.141 -0.823
H -5.127 -2.184 0.094
H -3.270 -2.847 1.633
H -1.530 -1.194 2.265
O 2.414 -1.503 -5.143
C 3.168 -2.690 -4.983
C 2.989 -3.223 -3.561
C 2.250 -4.588 -3.545
C 1.122 -4.460 -2.515
C 1.139 -2.989 -2.049
N 2.292 -2.400 -2.632
H 2.413 -1.272 -6.096
H 2.812 -3.448 -5.698
H 4.243 -2.493 -5.130
H 4.007 -3.362 -3.169
H 1.839 -4.814 -4.536
H 2.955 -5.372 -3.256
H 0.148 -4.731 -2.936
H 1.319 -5.085 -1.639
H 0.198 -2.504 -2.368
H 1.155 -2.916 -0.948
H 2.443 -1.404 -2.579
```

Output
* energy: -137220.64529 eV
* HOMO energy: -0.126 Ha
* net charge: -1
* gap between HOMO and LUMO: 6.1 eV
* LUMO level: 2.7 eV

2.
This record from the Open Molecules 2025 dataset describes a molecular structure, C37H33CrN6O5PS. The level of theory is ωB97M-V/def2-TZVPD.

The geometry in XYZ format:
```
84
C37H33CrN6O5PS | the Open Molecules 2025 dataset | ωB97M-V/def2-TZVPD
Cr 0.778 -0.042 -0.310
C 1.989 -4.401 -0.693
C 1.268 -3.189 -0.163
N 1.384 -2.029 -0.737
N 2.183 -2.039 -1.893
C 2.505 -0.852 -2.291
O 2.105 0.238 -1.696
C 3.350 -0.708 -3.498
C 3.453 0.536 -4.114
C 4.256 0.695 -5.233
C 4.968 -0.388 -5.732
C 4.865 -1.630 -5.121
C 4.056 -1.793 -4.008
C 0.472 -3.403 1.077
C 0.339 -4.701 1.576
C -0.299 -4.916 2.784
C -0.780 -3.823 3.476
C -0.639 -2.576 2.890
N -0.051 -2.362 1.721
H 2.636 -4.137 -1.511
H 1.274 -5.147 -1.044
H 2.583 -4.847 0.105
H 2.902 1.372 -3.704
H 4.332 1.661 -5.715
H 5.610 -0.261 -6.595
H 5.419 -2.473 -5.514
H 3.964 -2.756 -3.524
H 0.729 -5.545 1.034
H -0.403 -5.918 3.180
H -1.262 -3.922 4.439
H -1.028 -1.707 3.407
O 2.252 -1.504 2.633
S 2.168 -0.078 2.566
O 3.227 0.700 3.135
O 1.977 0.399 1.129
C 0.683 0.456 3.437
C 0.945 0.760 4.773
C -0.058 1.208 5.611
C -1.335 1.400 5.109
C -1.598 1.121 3.781
C -0.615 0.617 2.921
P -1.107 0.313 1.178
C -2.511 -0.848 1.078
C -3.541 -0.938 2.009
C -4.592 -1.820 1.800
C -4.630 -2.608 0.657
C -3.613 -2.511 -0.282
C -2.557 -1.640 -0.069
C -1.989 1.893 0.786
C -3.070 1.889 -0.093
C -3.683 3.080 -0.467
C -3.222 4.288 0.031
C -2.144 4.303 0.910
C -1.533 3.116 1.282
H 1.958 0.651 5.138
H 0.163 1.434 6.646
H -2.123 1.785 5.744
H -2.580 1.341 3.388
H -3.531 -0.343 2.910
H -5.386 -1.887 2.533
H -5.449 -3.299 0.503
H -3.640 -3.120 -1.177
H -1.759 -1.574 -0.799
H -3.444 0.951 -0.485
H -4.536 3.057 -1.133
H -3.708 5.215 -0.249
H -1.784 5.242 1.314
H -0.693 3.145 1.967
C -1.405 2.182 -3.879
N -0.516 2.557 -2.775
C 0.128 3.756 -2.710
C 1.030 4.042 -1.748
C 1.286 3.050 -0.756
N 0.557 1.932 -0.782
C -0.236 1.625 -1.820
O -0.660 0.445 -1.867
N 2.172 3.199 0.214
H -1.603 3.062 -4.485
H -2.338 1.795 -3.475
H -0.941 1.408 -4.486
H -0.122 4.463 -3.490
H 1.546 4.990 -1.736
H 2.802 3.982 0.207
H 2.399 2.384 0.779
```

Output
* energy: -106626.80130 eV
* HOMO energy (alpha / beta): -0.391 / -0.392 Ha
* net charge: +1
* gap between HOMO and LUMO (alpha / beta): 7.9 / 7.7 eV
* LUMO level (alpha / beta): -2.7 / -3.0 eV
* spin multiplicity: 4

3.
This record from the Open Molecules 2025 dataset describes a molecular structure, C37H33N13O2SbV. The level of theory is ωB97M-V/def2-TZVPD.

The geometry in XYZ format:
```
87
C37H33N13O2SbV | the Open Molecules 2025 dataset | ωB97M-V/def2-TZVPD
V 0.417 -0.762 0.360
C 2.882 -4.090 2.298
C 1.963 -3.047 2.222
N 1.287 -2.808 1.106
C 1.518 -3.621 0.062
C 2.461 -4.631 0.142
N 3.146 -4.863 1.256
C 0.644 -3.363 -1.107
C 0.570 -4.110 -2.261
C -0.403 -3.792 -3.217
C -1.310 -2.770 -2.929
C -1.188 -2.084 -1.739
N -0.189 -2.339 -0.888
C -2.107 -1.035 -1.223
C -3.261 -0.605 -1.853
N -4.065 0.305 -1.311
C -3.711 0.802 -0.136
C -2.543 0.407 0.508
N -1.753 -0.520 -0.026
C -0.488 -4.550 -4.481
C 0.665 -4.958 -5.141
C 0.534 -5.660 -6.330
N -0.639 -5.978 -6.868
C -1.738 -5.591 -6.227
C -1.719 -4.873 -5.041
H 3.416 -4.290 3.218
H 1.776 -2.402 3.070
H 2.672 -5.273 -0.704
H 1.227 -4.952 -2.422
H -2.088 -2.521 -3.637
H -3.552 -0.998 -2.819
H -4.360 1.542 0.314
H -2.250 0.858 1.449
H 1.649 -4.711 -4.767
H 1.414 -5.979 -6.876
H -2.682 -5.871 -6.681
H -2.650 -4.608 -4.557
N -1.358 -0.774 3.247
C -0.191 -0.131 3.366
N 0.043 0.526 4.485
C 1.241 1.104 4.583
N 1.519 1.810 5.664
N 2.238 0.979 3.660
C 1.908 0.352 2.578
N 0.693 -0.210 2.329
C 2.938 0.188 1.508
C 4.217 0.683 1.645
C 5.115 0.491 0.602
C 4.696 -0.175 -0.537
C 3.388 -0.627 -0.606
N 2.533 -0.458 0.402
H -2.008 -0.715 4.014
H -1.536 -1.418 2.497
H 0.820 1.923 6.380
H 2.421 2.242 5.765
H 4.487 1.206 2.551
H 6.127 0.864 0.679
H 5.363 -0.334 -1.372
H 3.002 -1.116 -1.492
O 0.945 0.158 -2.304
C 0.681 1.167 -1.663
N 0.398 1.084 -0.319
C 0.119 2.353 0.207
O -0.169 2.559 1.363
C 0.262 3.318 -0.929
C 0.112 4.687 -0.965
C 0.316 5.318 -2.191
C 0.661 4.593 -3.329
C 0.815 3.208 -3.282
C 0.609 2.594 -2.066
H -0.155 5.246 -0.079
H 0.204 6.391 -2.263
H 0.813 5.115 -4.263
H 1.087 2.642 -4.163
C -1.505 4.207 4.150
Sb -3.051 3.237 3.034
C -4.677 4.183 4.050
C -3.016 4.591 1.365
H -1.775 5.253 4.297
H -0.566 4.146 3.601
H -1.390 3.732 5.123
H -4.455 5.241 4.180
H -4.836 3.727 5.026
H -5.591 4.080 3.466
H -2.315 5.399 1.574
H -4.009 5.016 1.225
H -2.716 4.086 0.448
```

Output
* energy: -94588.22818 eV
* HOMO energy (alpha / beta): -0.454 / -0.454 Ha
* net charge: +2
* gap between HOMO and LUMO (alpha / beta): 5.7 / 5.6 eV
* LUMO level (alpha / beta): -6.6 / -6.7 eV
* spin multiplicity: 3

4.
This record from the Open Molecules 2025 dataset describes a molecular structure, C37H34BBrN13O3Y. The level of theory is ωB97M-V/def2-TZVPD.

The geometry in XYZ format:
```
90
C37H34BBrN13O3Y | the Open Molecules 2025 dataset | ωB97M-V/def2-TZVPD
Y 0.110 0.535 -0.986
C -3.437 2.018 -1.335
C -2.762 2.247 -0.023
C -3.300 2.888 1.098
C -2.288 2.891 2.028
N -1.214 2.286 1.492
N -1.504 1.876 0.227
B 0.143 2.060 2.215
N 1.314 2.593 1.334
C 2.414 3.264 1.712
C 3.209 3.465 0.604
C 2.519 2.861 -0.450
C 2.913 2.783 -1.887
N 1.383 2.323 0.004
N 0.364 0.538 2.425
C 0.697 -0.185 3.506
C 0.850 -1.502 3.120
C 0.590 -1.508 1.747
C 0.626 -2.665 0.801
N 0.306 -0.271 1.334
N 0.113 2.831 3.517
C 0.175 4.183 3.656
C -0.265 4.502 4.910
C -0.611 3.260 5.495
C -1.136 2.997 6.866
N -0.399 2.270 4.648
H -4.512 1.921 -1.185
H -3.064 1.132 -1.845
H -3.258 2.859 -2.006
H -4.287 3.305 1.201
H -2.261 3.283 3.032
H 2.557 3.558 2.738
H 4.149 3.988 0.557
H 3.941 3.119 -2.010
H 2.262 3.402 -2.503
H 2.842 1.764 -2.275
H 0.765 0.283 4.471
H 1.098 -2.341 3.746
H 0.090 -3.517 1.219
H 1.654 -2.984 0.616
H 0.163 -2.423 -0.157
H 0.504 4.818 2.849
H -0.328 5.481 5.352
H -0.384 3.226 7.622
H -1.414 1.949 6.964
H -2.011 3.613 7.076
O 6.474 -3.771 -3.520
N 5.920 -3.535 -2.470
O 6.348 -3.815 -1.368
C 4.619 -2.839 -2.533
C 3.845 -3.113 -3.598
C 2.537 -2.549 -3.702
C 1.680 -2.819 -4.785
C 0.437 -2.251 -4.807
C 0.050 -1.427 -3.742
N 0.838 -1.153 -2.719
C 2.076 -1.696 -2.698
C 2.943 -1.357 -1.593
N 2.464 -0.467 -0.693
C 3.222 -0.149 0.340
C 4.506 -0.666 0.526
C 5.011 -1.554 -0.385
C 4.216 -1.938 -1.484
H 4.212 -3.777 -4.369
H 2.019 -3.464 -5.586
H -0.246 -2.415 -5.627
H -0.926 -0.964 -3.732
H 2.804 0.545 1.058
H 5.085 -0.356 1.383
H 6.000 -1.965 -0.260
O -1.712 -0.911 -0.995
C -2.753 -1.211 -0.357
C -2.933 -0.809 1.017
C -4.126 -0.979 1.641
C -5.205 -1.587 0.958
C -5.056 -2.050 -0.336
C -3.851 -1.916 -1.016
C -3.687 -2.469 -2.340
N -2.573 -2.947 -2.869
C -2.924 -3.462 -4.075
C -4.268 -3.296 -4.298
N -4.744 -2.676 -3.186
H -2.095 -0.334 1.508
H -4.257 -0.645 2.661
H -6.149 -1.724 1.468
H -5.880 -2.577 -0.800
H -2.208 -3.946 -4.718
H -4.898 -3.552 -5.131
H -5.687 -2.354 -3.053
Br -0.437 1.961 -3.233
```

Output
* energy: -136199.02199 eV
* HOMO energy (alpha / beta): -0.409 / -0.412 Ha
* net charge: +1
* gap between HOMO and LUMO (alpha / beta): 7.8 / 5.9 eV
* LUMO level (alpha / beta): -3.3 / -5.4 eV
* spin multiplicity: 2

5.
This record from the Open Molecules 2025 dataset describes a molecular structure, C37H34BMnN9S2. The level of theory is ωB97M-V/def2-TZVPD.

The geometry in XYZ format:
```
84
C37H34BMnN9S2 | the Open Molecules 2025 dataset | ωB97M-V/def2-TZVPD
Mn -0.072 0.294 0.688
C 3.923 -3.575 0.564
C 3.135 -2.527 1.277
C 3.281 -2.131 2.584
C 2.329 -1.117 2.790
N 1.642 -0.921 1.657
N 2.146 -1.788 0.739
B 1.675 -1.885 -0.724
N 0.173 -2.284 -0.768
N -0.728 -1.735 0.083
C -1.887 -2.373 -0.089
C -1.721 -3.370 -1.064
C -0.402 -3.290 -1.461
C 0.298 -4.109 -2.492
C -3.088 -2.075 0.702
C -4.287 -2.734 0.428
C -5.418 -2.489 1.190
C -5.373 -1.578 2.234
C -4.188 -0.914 2.513
C -3.056 -1.163 1.758
N 1.901 -0.521 -1.424
N 1.602 0.640 -0.798
C 1.980 1.636 -1.596
C 2.567 1.101 -2.755
C 2.505 -0.269 -2.606
C 2.969 -1.322 -3.555
C 1.825 3.048 -1.225
C 1.308 3.418 0.018
C 1.195 4.753 0.367
C 1.600 5.743 -0.516
C 2.110 5.388 -1.757
C 2.219 4.053 -2.109
C 2.128 -0.397 4.058
C 1.188 0.622 4.181
C 0.997 1.287 5.380
C 1.756 0.946 6.489
C 2.704 -0.062 6.380
C 2.889 -0.728 5.180
H 4.644 -4.003 1.257
H 4.467 -3.157 -0.284
H 3.283 -4.377 0.193
H 3.992 -2.530 3.287
H 2.311 -2.721 -1.279
H -2.451 -4.070 -1.431
H -0.357 -4.911 -2.823
H 1.218 -4.545 -2.104
H 0.558 -3.502 -3.360
H -4.340 -3.441 -0.389
H -6.338 -3.013 0.967
H -6.257 -1.387 2.830
H -4.143 -0.201 3.327
H -2.133 -0.652 1.994
H 2.986 1.627 -3.596
H 3.522 -0.859 -4.370
H 2.123 -1.861 -3.984
H 3.614 -2.050 -3.064
H 0.998 2.650 0.714
H 0.792 5.023 1.335
H 1.520 6.786 -0.239
H 2.425 6.154 -2.454
H 2.611 3.791 -3.083
H 0.602 0.893 3.322
H 0.253 2.072 5.442
H 1.614 1.459 7.431
H 3.304 -0.331 7.241
H 3.633 -1.511 5.128
S -2.372 3.504 3.259
C -1.573 2.365 2.486
N -0.980 1.526 1.905
N -4.002 1.399 -5.357
C -4.110 2.075 -4.196
S -5.288 3.227 -4.031
C -3.171 1.734 -3.113
C -3.181 2.418 -1.896
C -2.243 2.120 -0.930
N -1.296 1.186 -1.078
C -1.299 0.508 -2.228
C -2.198 0.739 -3.247
H -4.559 1.728 -6.127
H -3.200 0.830 -5.569
H -3.918 3.187 -1.723
H -2.232 2.666 0.004
H -0.529 -0.247 -2.348
H -2.127 0.130 -4.138
```

Output
* energy: -106005.41749 eV
* HOMO energy (alpha / beta): -0.301 / -0.302 Ha
* net charge: 0
* gap between HOMO and LUMO (alpha / beta): 7.3 / 7.3 eV
* LUMO level (alpha / beta): -0.9 / -1.0 eV
* spin multiplicity: 6